Record 1
DFT (the ωB97M-V functional and the def2-TZVPD basis) results for a molecular structure, C37H29Cl3GeN9ORuS2.

Geometry as XYZ:
```
83
Properties=species:S:1:pos:R:3
C -0.797 5.574 1.817
C -2.796 -4.016 3.655
H -1.088 -2.800 4.063
C -2.016 2.150 -3.044
C 1.308 -1.259 -2.409
H -1.681 -0.779 -0.519
H 1.252 1.388 6.381
Ge -0.277 -1.373 1.464
C 2.769 -4.632 -0.247
H 3.034 1.225 0.896
C 1.505 -2.323 -3.279
H 2.820 1.462 -2.986
N 0.130 -0.621 -2.348
H 0.787 6.690 -0.956
N -1.763 1.943 -1.700
H 3.261 1.244 -4.638
N 3.907 -0.411 -0.210
Ru 0.077 1.094 -1.081
C 2.959 0.475 0.127
N 0.342 1.776 -3.395
H 4.811 -0.551 0.209
O 0.294 2.394 0.437
C 0.330 -0.436 3.071
H -2.841 -4.406 4.664
C 0.755 -3.330 -0.402
N 3.509 -1.206 -1.221
H 3.989 -4.236 1.471
N 1.923 0.274 -0.657
Cl 1.653 4.107 -1.636
H 2.494 -2.525 2.379
H -0.166 -3.104 -0.934
H -1.329 5.932 2.687
C -0.343 6.458 0.854
H -2.646 -2.617 0.073
C 1.657 -0.186 3.411
C 1.991 0.471 4.588
C -2.841 2.283 -0.924
H -4.381 -4.234 0.677
C -0.883 2.060 -5.320
H -1.120 0.971 5.807
H 2.466 -2.820 -3.318
H -1.704 -0.162 3.717
C -0.658 -0.004 3.957
H 2.457 -0.508 2.755
H -1.682 0.506 0.670
C -0.895 1.999 -3.967
C 0.995 0.881 5.460
C -1.807 -3.103 3.311
C 1.068 -2.640 0.771
C -3.724 -4.427 2.710
N -2.881 2.268 0.353
C 0.383 6.003 -0.227
H 1.321 -4.834 -1.821
C -3.251 2.561 -3.391
Cl -1.037 3.145 2.926
S 0.733 1.894 -5.911
C 1.287 1.718 -4.284
C 0.604 4.643 -0.352
C -3.658 -3.921 1.420
C 2.240 -2.995 1.437
S -4.223 2.755 -1.973
H -3.780 2.578 0.706
H -1.809 -0.573 -3.044
H -4.497 -5.136 2.978
H -1.446 -2.522 -4.592
N 2.601 1.580 -3.961
C -0.560 4.224 1.667
H 3.425 -5.399 -0.638
C -0.643 -2.154 -3.966
Cl -0.650 8.162 1.032
H -3.596 2.835 -4.373
H -1.707 2.211 -5.995
C 0.105 3.681 0.545
N 0.537 -2.768 -4.063
C -0.333 0.641 5.140
C -2.668 -3.009 1.084
C 3.086 -3.976 0.932
C -1.028 -0.174 0.118
C 2.298 -0.764 -1.460
H 3.031 0.657 4.827
C -0.856 -1.083 -3.115
C -1.727 -2.582 2.021
C 1.592 -4.313 -0.911
```

HOMO (alpha / beta)	-6.57 / -6.55	eV
total energy	-172634.5993	eV
Kohn-Sham gap (alpha / beta)	5.66 / 5.56	eV
strongest force on any atom	0.74	eV/A
multiplicity	2

Mulliken atomic charge list, values in e, 8 entries: -0.734, -0.708, 0.330, -0.864, -0.178, 0.298, 0.384, 1.324

Record 2
DFT (the ωB97M-V functional and the def2-TZVPD basis) results for a molecular structure, C37H29GeN2O4Ru.

Geometry as XYZ:
```
74
Properties=species:S:1:pos:R:3
C 3.470 5.200 -1.210
O 2.256 1.685 1.870
H -3.668 -1.743 0.320
C 0.220 -3.530 1.143
C -4.842 0.295 -3.037
H -0.149 -5.424 0.186
H 0.374 -0.252 1.997
H 6.626 -1.526 -1.202
H -0.357 0.279 -3.001
C 3.775 4.256 -0.249
H 1.334 0.910 -3.308
H 0.021 -5.177 2.540
O 4.430 2.362 1.567
H -4.826 -3.268 2.036
H 4.591 1.699 2.279
C 3.591 -0.299 -2.041
C 0.189 -3.267 3.539
Ru -0.073 2.113 0.164
C 1.210 4.470 -1.177
C -0.128 -3.841 -1.221
O -0.933 3.348 -1.142
C 0.385 -1.334 2.177
H 0.370 -1.199 4.297
C -4.228 -1.873 3.707
C -3.475 0.420 -3.122
H -5.319 0.710 0.280
C 0.388 -1.889 3.412
C 4.927 -1.426 0.125
H -4.619 -2.479 4.568
H -1.630 0.806 -2.070
O -0.863 5.358 -2.191
C 0.719 0.161 -2.824
C -5.486 0.415 -1.825
N 1.455 3.488 -0.278
C 2.184 5.411 -1.669
H -0.173 -2.068 -2.375
C 4.934 -0.625 -2.184
C 0.067 -4.388 0.042
H -0.514 -4.461 -2.057
C -4.360 -2.278 2.341
C 5.576 -1.244 -1.109
H -2.980 0.403 -4.110
H 1.040 -0.846 -3.244
H -3.803 -0.175 4.992
H 5.389 -1.962 0.953
H -5.445 0.249 -3.942
C 0.139 -4.086 2.459
H 4.286 5.831 -1.571
H 4.753 4.252 0.171
C -4.759 0.589 -0.640
C -0.283 4.489 -1.546
C 3.595 -1.053 0.236
H 3.032 -1.194 1.177
C -3.357 0.543 -0.679
C 3.092 2.405 1.350
H 1.779 6.166 -2.357
C -2.593 0.562 0.619
N -1.473 1.174 0.729
H 3.006 0.123 -2.821
Ge 0.996 0.157 -0.819
H 0.168 -3.735 4.500
H 5.481 -0.441 -3.105
C 0.351 -1.628 -0.332
C 2.767 3.420 0.246
H -6.561 0.411 -1.738
H -2.818 1.237 3.268
C -3.161 0.211 3.022
C -3.114 -0.241 1.698
C 2.923 -0.501 -0.861
C -2.696 0.557 -1.936
C -3.781 -1.459 1.366
C -3.676 -0.609 3.998
C 0.231 -2.140 1.007
C 0.025 -2.501 -1.390
```

HOMO (alpha / beta)	-12.44 / -13.31	eV
total energy	-109087.5129	eV
net charge	+2
Kohn-Sham gap (alpha / beta)	6.53 / 3.16	eV
strongest force on any atom	3.73	eV/A
multiplicity	6

Mulliken atomic charge list, values in e, 8 entries: -0.407, -0.466, 0.514, 0.723, -0.686, 0.445, 0.321, 0.388

Record 3
DFT (the ωB97M-V functional and the def2-TZVPD basis) results for a molecular structure, C37H29IrN4S.

Geometry as XYZ:
```
72
Properties=species:S:1:pos:R:3
C 1.118 3.327 0.435
H -0.854 -5.833 -0.461
H -4.323 -2.106 -1.240
C 1.962 -0.092 -3.164
C -1.252 -2.111 2.821
C 2.121 -1.975 -1.135
H 0.712 6.564 -0.403
H 6.232 0.591 -1.423
H 2.800 -3.316 -2.650
C 2.464 -2.314 -2.432
S 2.328 0.513 1.651
C -0.838 -2.602 -1.431
C -0.507 -3.940 -1.397
H -2.657 -4.972 0.992
H -0.316 1.125 2.371
H 1.353 1.283 -1.649
C -5.777 0.945 -1.457
C 1.673 -0.690 -0.830
H 0.245 -4.314 -2.075
C -1.813 -2.088 -0.571
H -2.551 1.496 3.300
H 7.747 1.300 0.394
C -0.732 5.014 -0.637
C -1.005 0.286 2.460
C 5.847 0.769 -0.431
H 2.196 -2.718 -0.359
C 6.186 1.401 1.858
C -4.422 -1.034 -1.183
C -2.954 -0.588 3.585
C 1.162 -0.297 0.507
C 6.694 1.171 0.588
C 4.842 1.210 2.108
C 0.482 5.520 -0.265
Ir -0.747 0.769 -0.105
C -0.529 -1.050 2.229
H 1.844 2.652 0.863
N -2.192 3.145 -0.770
C 0.520 -1.326 1.343
C -2.447 -1.879 3.467
C -5.638 -0.440 -1.470
N -2.058 -0.720 -0.582
H 0.820 -2.357 1.220
H -3.901 -0.414 4.074
H -1.502 5.619 -1.085
C 1.627 0.256 -1.868
C -2.488 -2.967 0.284
H 4.439 1.379 3.094
H -6.731 1.393 -1.687
H -3.003 -2.714 3.866
H 1.899 0.647 -3.949
C -3.459 1.177 -0.878
C 3.997 0.780 1.084
C -3.310 -0.248 -0.850
C -1.005 3.642 -0.448
H -3.254 -2.583 0.939
C 2.370 -1.383 -3.453
N -2.311 1.860 -0.629
H 3.860 0.272 -1.005
H -0.874 -3.117 2.716
C -2.204 0.489 3.121
H 6.835 1.719 2.659
H 2.611 -1.662 -4.466
C 4.495 0.579 -0.195
N -0.043 2.785 0.058
H 2.385 5.023 0.639
C -1.138 -4.794 -0.506
C 1.427 4.659 0.310
C -2.143 -4.305 0.316
H -6.487 -1.060 -1.712
H -4.768 2.833 -1.185
C -4.690 1.757 -1.174
H -0.373 -1.937 -2.143
```

HOMO (alpha / beta)	-9.78 / -9.68	eV
total energy	-58465.5295	eV
net charge	+1
Kohn-Sham gap (alpha / beta)	5.00 / 4.72	eV
strongest force on any atom	3.42	eV/A
multiplicity	2

Mulliken atomic charge list, values in e, 8 entries: 0.147, 0.468, 0.470, -0.815, -0.656, -0.668, 0.429, 0.436